{"formula": "C23H43GaN2O2P3", "method": "ωB97M-V with the def2-TZVPD basis set", "species": ["Ga", "P", "P", "P", "H", "C", "C", "H", "C", "C", "C", "C", "C", "C", "C", "C", "C", "H", "H", "H", "H", "H", "H", "H", "H", "H", "H", "H", "H", "H", "H", "H", "H", "H", "H", "H", "H", "H", "H", "H", "H", "H", "H", "H", "H", "H", "C", "C", "C", "C", "C", "C", "O", "H", "H", "H", "H", "H", "H", "N", "C", "O", "C", "C", "C", "N", "C", "C", "H", "H", "H", "H", "H", "H"], "coordinates": [[-0.574, -1.166, -0.929], [0.522, -2.136, 0.975], [0.953, -0.221, -2.566], [-2.447, -2.621, -1.004], [-1.437, 2.428, 1.962], [-1.819, 1.877, 2.842], [-1.017, 1.047, 3.533], [0.070, 0.934, 3.297], [2.004, -1.263, 1.578], [1.132, -3.784, 0.464], [-0.484, -2.290, 2.502], [1.323, 1.566, -2.658], [2.531, -0.985, -1.990], [0.595, -0.726, -4.285], [-3.585, -2.430, 0.443], [-2.058, -4.419, -0.995], [-3.616, -2.479, -2.381], [-2.911, 1.937, 3.021], [-1.410, 0.342, 4.320], [2.039, -0.225, 1.194], [2.936, -1.770, 1.264], [1.986, -1.221, 2.678], [2.082, -3.663, -0.089], [0.395, -4.300, -0.178], [1.309, -4.402, 1.374], [-1.002, -1.333, 2.735], [0.224, -2.535, 3.328], [-1.225, -3.122, 2.436], [1.108, 1.960, -3.664], [2.374, 1.745, -2.407], [0.722, 2.118, -1.929], [3.307, -0.799, -2.773], [2.399, -2.077, -1.852], [2.883, -0.557, -1.020], [1.344, -0.284, -4.953], [-0.405, -0.363, -4.577], [0.597, -1.820, -4.367], [-4.610, -2.752, 0.176], [-3.635, -1.366, 0.742], [-3.259, -3.019, 1.325], [-2.965, -5.036, -1.138], [-1.577, -4.740, -0.055], [-1.369, -4.638, -1.827], [-4.614, -2.850, -2.107], [-3.273, -3.059, -3.238], [-3.719, -1.437, -2.681], [-2.337, 1.032, -1.339], [-2.245, 1.299, -2.733], [-3.459, 1.522, -3.409], [-4.655, 1.600, -2.738], [-4.685, 1.372, -1.348], [-3.507, 1.199, -0.590], [-1.331, 0.494, -0.562], [-0.183, 0.225, -1.536], [-1.258, 1.323, -3.256], [-3.453, 1.811, -4.473], [-5.573, 1.775, -3.309], [-5.615, 1.427, -0.803], [-3.465, 1.036, 0.506], [4.658, 4.752, 4.642], [5.216, 4.248, 3.505], [6.388, 4.441, 3.210], [4.295, 3.481, 2.611], [2.904, 3.477, 2.731], [2.131, 2.662, 1.895], [2.673, 1.860, 0.962], [4.002, 1.917, 0.776], [4.848, 2.692, 1.587], [5.301, 5.173, 5.295], [3.792, 4.393, 5.016], [2.373, 4.117, 3.448], [1.030, 2.636, 2.011], [4.424, 1.297, -0.011], [5.903, 2.675, 1.389]], "multiplicity": 1, "homo_energy_ev": -15.5, "gap_ha": 0.15908, "e_lumo_ev": -11.178, "charge": 3}

{"formula": "C23H43LaN2OP3Se", "method": "ωB97M-V with the def2-TZVPD basis set", "species": ["La", "P", "P", "P", "H", "C", "C", "H", "C", "C", "C", "C", "C", "C", "C", "C", "C", "H", "H", "H", "H", "H", "H", "H", "H", "H", "H", "H", "H", "H", "H", "H", "H", "H", "H", "H", "H", "H", "H", "H", "H", "H", "H", "H", "H", "H", "C", "C", "C", "C", "C", "C", "Se", "H", "H", "H", "H", "H", "H", "N", "C", "O", "C", "C", "C", "N", "C", "C", "H", "H", "H", "H", "H", "H"], "coordinates": [[-0.141, -1.069, -0.238], [0.252, 1.623, 1.351], [-2.682, 0.408, -0.352], [2.640, -0.272, -0.345], [-1.414, -3.313, -7.590], [-0.606, -4.029, -7.336], [-0.726, -4.870, -6.287], [-1.685, -4.975, -5.772], [0.281, 3.244, 0.472], [-1.093, 1.911, 2.570], [1.722, 1.852, 2.428], [-3.305, -0.583, -1.780], [-4.058, 0.272, 0.841], [-2.954, 2.112, -0.994], [2.806, -1.426, -1.787], [3.972, -0.819, 0.770], [3.352, 1.264, -1.051], [0.253, -3.986, -8.052], [0.082, -5.541, -5.964], [0.362, 4.057, 1.205], [-0.628, 3.375, -0.125], [1.143, 3.280, -0.209], [-0.831, 2.774, 3.198], [-1.211, 1.027, 3.212], [-2.058, 2.105, 2.078], [1.633, 2.819, 2.941], [2.655, 1.840, 1.848], [1.776, 1.056, 3.182], [-4.403, -0.524, -1.805], [-3.023, -1.645, -1.667], [-2.894, -0.240, -2.742], [-4.904, 0.875, 0.487], [-3.724, 0.651, 1.814], [-4.360, -0.775, 0.956], [-4.034, 2.246, -1.139], [-2.406, 2.239, -1.940], [-2.590, 2.850, -0.268], [3.876, -1.637, -1.912], [2.395, -1.007, -2.718], [2.288, -2.382, -1.587], [4.899, -0.920, 0.190], [3.697, -1.786, 1.212], [4.115, -0.086, 1.576], [4.400, 1.067, -1.322], [3.311, 2.070, -0.305], [2.774, 1.573, -1.938], [0.031, 0.267, -4.193], [-0.509, -1.011, -4.444], [-0.300, -1.609, -5.659], [0.277, -0.935, -6.747], [0.723, 0.393, -6.559], [0.634, 0.954, -5.282], [0.051, 1.116, -2.518], [-0.443, -1.857, -1.994], [-1.033, -1.626, -3.698], [-0.609, -2.651, -5.733], [0.354, -1.449, -7.703], [1.142, 0.977, -7.378], [1.031, 1.953, -5.071], [-0.110, -2.960, 7.097], [-1.038, -3.122, 6.104], [-2.077, -3.739, 6.317], [-0.718, -2.551, 4.752], [-1.680, -2.623, 3.735], [-1.397, -2.132, 2.465], [-0.168, -1.614, 2.155], [0.773, -1.535, 3.137], [0.542, -1.994, 4.427], [-0.349, -3.277, 8.030], [0.701, -2.377, 7.010], [-2.674, -3.040, 3.889], [-2.125, -2.181, 1.637], [1.745, -1.115, 2.828], [1.358, -1.902, 5.149]], "multiplicity": 1, "homo_energy_ev": [-16.1, -16.1], "gap_ha": [0.12778, 0.17717], "de_lowest_kj_mol": 0.0, "e_lumo_ev": [-12.586, -11.276], "charge": 3}

{"formula": "C23H43N2O2P3Ru", "method": "ωB97M-V with the def2-TZVPD basis set", "species": ["Ru", "P", "P", "P", "H", "C", "C", "H", "C", "C", "C", "C", "C", "C", "C", "C", "C", "H", "H", "H", "H", "H", "H", "H", "H", "H", "H", "H", "H", "H", "H", "H", "H", "H", "H", "H", "H", "H", "H", "H", "H", "H", "H", "H", "H", "H", "C", "C", "C", "C", "C", "C", "O", "H", "H", "H", "H", "H", "H", "N", "C", "O", "C", "C", "C", "C", "N", "C", "H", "H", "H", "H", "H", "H"], "coordinates": [[0.203, 0.959, -0.332], [1.677, -0.442, 0.877], [1.506, 2.756, -0.269], [-1.675, -1.480, -0.680], [0.998, 1.544, -2.720], [0.257, 0.884, -2.276], [-0.992, 1.533, -1.797], [-1.920, 0.963, -1.946], [2.955, -1.087, -0.260], [2.525, 0.402, 2.268], [1.101, -1.942, 1.756], [1.141, 4.080, -1.477], [1.480, 3.700, 1.304], [3.319, 2.556, -0.518], [-3.351, -1.548, -1.442], [-2.017, -2.440, 0.853], [-0.790, -2.705, -1.733], [0.145, -0.093, -2.762], [-1.110, 2.602, -2.024], [3.813, -1.493, 0.295], [3.301, -0.291, -0.929], [2.519, -1.887, -0.874], [3.110, -0.326, 2.848], [1.775, 0.848, 2.935], [3.196, 1.193, 1.921], [1.881, -2.303, 2.441], [0.873, -2.748, 1.049], [0.211, -1.719, 2.357], [2.092, 4.470, -1.868], [0.565, 4.862, -0.965], [0.557, 3.696, -2.312], [2.506, 3.967, 1.591], [1.021, 3.123, 2.113], [0.891, 4.610, 1.142], [3.718, 3.539, -0.800], [3.528, 1.856, -1.333], [3.830, 2.208, 0.388], [-4.071, -1.843, -0.667], [-3.369, -2.291, -2.253], [-3.620, -0.555, -1.821], [-3.017, -2.890, 0.786], [-1.998, -1.795, 1.740], [-1.276, -3.236, 0.990], [-1.456, -3.024, -2.546], [-0.463, -3.555, -1.117], [0.084, -2.207, -2.172], [-2.245, -0.654, -5.418], [-0.969, -1.243, -5.347], [-0.661, -2.302, -6.207], [-1.581, -2.718, -7.180], [-2.788, -2.020, -7.338], [-3.120, -0.973, -6.476], [-2.624, 0.250, -4.444], [-3.293, -0.142, -3.888], [-0.250, -0.865, -4.620], [0.308, -2.800, -6.119], [-1.352, -3.573, -7.824], [-3.494, -2.312, -8.125], [-4.062, -0.423, -6.579], [-3.462, 0.514, 5.166], [-2.586, 0.255, 4.158], [-1.987, -0.818, 4.061], [-2.431, 1.333, 3.148], [-3.310, 2.402, 2.929], [-3.115, 3.212, 1.812], [-2.092, 2.889, 0.908], [-1.264, 1.851, 1.125], [-1.353, 1.163, 2.271], [-3.491, -0.159, 5.915], [-3.830, 1.428, 5.327], [-4.126, 2.592, 3.618], [-3.741, 4.078, 1.590], [-1.931, 3.468, -0.006], [-0.574, 0.417, 2.446]], "multiplicity": 6, "homo_energy_ev": [-14.4, -16.6], "gap_ha": [0.23869, 0.16347], "de_lowest_kj_mol": 0.0, "e_lumo_ev": [-7.933, -12.155], "charge": 3, "s2": 8.7816}

{"formula": "C23H43N2O2P3W", "method": "ωB97M-V with the def2-TZVPD basis set", "species": ["W", "P", "P", "P", "H", "C", "C", "H", "C", "C", "C", "C", "C", "C", "C", "C", "C", "H", "H", "H", "H", "H", "H", "H", "H", "H", "H", "H", "H", "H", "H", "H", "H", "H", "H", "H", "H", "H", "H", "H", "H", "H", "H", "H", "H", "H", "C", "C", "C", "C", "C", "C", "O", "H", "H", "H", "H", "H", "H", "N", "C", "O", "C", "C", "C", "N", "C", "C", "H", "H", "H", "H", "H", "H"], "coordinates": [[0.332, 0.113, 0.590], [1.989, -0.878, 1.935], [1.700, 1.704, -0.290], [-0.310, -1.930, -0.287], [0.869, 3.066, -4.493], [0.225, 2.184, -4.359], [-1.040, 2.528, -3.724], [-0.945, 3.275, -2.929], [3.281, -1.932, 1.167], [3.069, 0.173, 2.981], [1.366, -1.990, 3.231], [1.090, 2.860, -1.545], [2.194, 2.923, 0.967], [3.229, 1.083, -1.096], [-1.799, -1.852, -1.342], [-0.846, -3.249, 0.892], [0.975, -2.818, -1.259], [0.062, 1.629, -5.299], [-1.694, 2.932, -4.538], [3.911, -2.259, 2.005], [3.884, -1.364, 0.451], [2.850, -2.806, 0.671], [3.672, -0.536, 3.567], [2.480, 0.790, 3.667], [3.731, 0.804, 2.381], [2.242, -2.524, 3.628], [0.643, -2.718, 2.860], [0.902, -1.414, 4.038], [0.611, 3.726, -1.066], [0.346, 2.271, -2.079], [1.869, 3.190, -2.252], [2.671, 3.765, 0.441], [2.881, 2.513, 1.713], [1.299, 3.301, 1.481], [3.767, 1.964, -1.477], [2.963, 0.425, -1.938], [3.858, 0.529, -0.387], [-2.570, -2.539, -0.972], [-1.525, -2.098, -2.376], [-2.189, -0.831, -1.317], [-1.545, -3.928, 0.380], [-1.370, -2.814, 1.753], [0.018, -3.829, 1.242], [0.515, -3.312, -2.119], [1.457, -3.575, -0.631], [1.736, -2.121, -1.623], [-1.391, 0.195, -3.895], [-0.055, -0.228, -4.055], [0.180, -1.467, -4.617], [-0.877, -2.268, -5.062], [-2.189, -1.796, -5.014], [-2.458, -0.543, -4.465], [-1.740, 1.355, -3.211], [-0.513, 0.615, -0.919], [0.823, 0.368, -3.729], [1.214, -1.812, -4.686], [-0.659, -3.239, -5.492], [-3.029, -2.386, -5.399], [-3.466, -0.137, -4.380], [-3.509, 1.686, 6.490], [-3.957, 1.417, 5.221], [-5.150, 1.437, 4.933], [-2.898, 1.159, 4.183], [-1.526, 1.306, 4.439], [-0.603, 1.063, 3.423], [-1.003, 0.620, 2.198], [-2.329, 0.515, 1.921], [-3.287, 0.761, 2.897], [-4.220, 1.835, 7.185], [-2.581, 1.467, 6.813], [-1.158, 1.600, 5.428], [0.471, 1.196, 3.572], [-2.602, 0.225, 0.909], [-4.342, 0.628, 2.671]], "multiplicity": 3, "homo_energy_ev": [-19.1, -19.1], "gap_ha": [0.16404, 0.16510], "e_lumo_ev": [-14.630, -14.597], "charge": 4, "s2": 2.0134}

{"formula": "C23H43N2OP3STi", "method": "ωB97M-V with the def2-TZVPD basis set", "species": ["Ti", "P", "P", "P", "H", "C", "C", "H", "C", "C", "C", "C", "C", "C", "C", "C", "C", "H", "H", "H", "H", "H", "H", "H", "H", "H", "H", "H", "H", "H", "H", "H", "H", "H", "H", "H", "H", "H", "H", "H", "H", "H", "H", "H", "H", "H", "C", "C", "C", "C", "C", "C", "S", "H", "H", "H", "H", "H", "H", "N", "C", "O", "C", "C", "C", "C", "N", "C", "H", "H", "H", "H", "H", "H"], "coordinates": [[0.361, 1.173, 0.138], [-0.250, -1.386, -0.999], [2.075, -0.660, 2.163], [-0.671, 2.071, -1.904], [4.334, 5.714, 0.209], [3.271, 5.542, -0.108], [2.269, 5.191, 0.747], [2.458, 5.169, 1.852], [0.927, -2.205, -2.151], [-0.647, -2.794, 0.131], [-1.801, -1.535, -2.002], [3.415, -0.537, 3.376], [0.900, -1.752, 2.974], [2.838, -1.385, 0.697], [-0.340, 3.875, -1.958], [-2.491, 2.015, -2.171], [-0.029, 1.412, -3.486], [3.025, 5.770, -1.143], [1.253, 5.182, 0.355], [0.521, -3.198, -2.393], [1.934, -2.320, -1.730], [0.975, -1.591, -3.062], [-0.909, -3.677, -0.472], [-1.519, -2.527, 0.747], [0.190, -3.068, 0.784], [-1.816, -2.566, -2.388], [-1.832, -0.845, -2.855], [-2.700, -1.384, -1.384], [3.429, -1.502, 3.919], [3.278, 0.292, 4.105], [4.359, -0.414, 2.807], [1.366, -2.747, 3.067], [-0.027, -1.819, 2.393], [0.659, -1.372, 3.981], [3.818, -1.825, 0.967], [3.021, -0.649, -0.096], [2.194, -2.177, 0.305], [-0.796, 4.271, -2.878], [0.736, 4.111, -1.962], [-0.790, 4.383, -1.093], [-2.739, 2.546, -3.098], [-3.000, 2.517, -1.339], [-2.926, 1.011, -2.236], [-0.238, 2.143, -4.278], [-0.477, 0.454, -3.777], [1.055, 1.262, -3.423], [3.181, 2.299, 0.647], [3.512, 1.966, -0.679], [4.801, 1.491, -0.938], [5.775, 1.547, 0.053], [5.461, 1.991, 1.332], [4.170, 2.353, 1.645], [1.571, 2.832, 1.226], [1.380, 0.638, 1.879], [2.809, 2.157, -1.506], [5.109, 1.179, -1.945], [6.806, 1.321, -0.188], [6.245, 2.134, 2.062], [3.918, 2.738, 2.627], [-6.015, -0.351, 1.393], [-4.844, -0.149, 0.711], [-4.807, -0.185, -0.530], [-3.603, 0.121, 1.498], [-3.499, 0.011, 2.897], [-2.287, 0.383, 3.496], [-1.237, 0.856, 2.716], [-1.306, 0.879, 1.368], [-2.457, 0.454, 0.772], [-6.842, -0.493, 0.838], [-6.074, -0.347, 2.393], [-4.313, -0.389, 3.508], [-2.123, 0.311, 4.574], [-0.287, 1.183, 3.157], [-2.462, 0.384, -0.319]], "multiplicity": 2, "homo_energy_ev": [-16.3, -16.3], "gap_ha": [0.23010, 0.25017], "de_lowest_kj_mol": 0.0, "e_lumo_ev": [-9.992, -9.482], "charge": 3, "s2": 0.7816}

{"formula": "C23H43N3O2", "method": "ωB97M-V with the def2-TZVPD basis set", "species": ["C", "C", "C", "C", "C", "C", "C", "O", "N", "C", "C", "O", "N", "C", "C", "C", "N", "C", "C", "C", "C", "C", "C", "C", "C", "C", "C", "C", "H", "H", "H", "H", "H", "H", "H", "H", "H", "H", "H", "H", "H", "H", "H", "H", "H", "H", "H", "H", "H", "H", "H", "H", "H", "H", "H", "H", "H", "H", "H", "H", "H", "H", "H", "H", "H", "H", "H", "H", "H", "H", "H"], "coordinates": [[-8.385, -2.389, 0.146], [-6.948, -2.692, -0.263], [-5.949, -1.611, 0.167], [-6.145, -0.306, -0.606], [-5.135, 0.751, -0.173], [-3.705, 0.254, -0.368], [-2.699, 1.272, 0.148], [-2.946, 2.096, 1.005], [-1.483, 1.173, -0.439], [-0.322, 1.868, 0.069], [0.678, 0.796, 0.518], [0.797, -0.243, -0.104], [1.367, 1.092, 1.632], [2.389, 0.242, 2.205], [3.796, 0.789, 1.951], [4.234, 0.505, 0.508], [4.439, -0.920, 0.337], [3.827, -1.494, -0.845], [4.613, -1.207, -2.128], [6.033, -1.744, -1.974], [6.682, -1.142, -0.730], [5.817, -1.347, 0.530], [5.864, -2.794, 1.026], [0.302, 2.770, -1.019], [1.484, 3.559, -0.462], [-0.755, 3.724, -1.569], [-3.502, -1.053, 0.408], [-4.515, -2.103, -0.037], [-8.759, -1.502, -0.357], [-8.448, -2.229, 1.220], [-9.033, -3.224, -0.114], [-6.648, -3.640, 0.191], [-6.897, -2.817, -1.347], [-6.096, -1.408, 1.234], [-7.153, 0.079, -0.443], [-6.031, -0.503, -1.676], [-5.284, 1.668, -0.747], [-5.277, 0.997, 0.881], [-3.520, 0.072, -1.432], [-1.267, 0.373, -1.018], [-0.663, 2.480, 0.911], [1.221, 1.989, 2.068], [2.201, 0.151, 3.279], [2.302, -0.739, 1.735], [3.819, 1.863, 2.149], [4.491, 0.299, 2.633], [5.136, 1.091, 0.281], [3.446, 0.838, -0.171], [2.805, -1.118, -0.919], [3.767, -2.576, -0.697], [4.117, -1.675, -2.980], [4.646, -0.129, -2.304], [6.632, -1.501, -2.855], [6.001, -2.832, -1.889], [7.668, -1.579, -0.566], [6.817, -0.069, -0.892], [6.231, -0.721, 1.331], [5.171, -2.914, 1.855], [5.591, -3.496, 0.246], [6.867, -3.035, 1.368], [0.654, 2.120, -1.828], [1.165, 4.186, 0.368], [2.277, 2.898, -0.120], [1.894, 4.205, -1.235], [-1.142, 4.356, -0.773], [-1.587, 3.172, -1.998], [-0.325, 4.358, -2.341], [-3.629, -0.852, 1.474], [-2.486, -1.427, 0.256], [-4.355, -3.023, 0.530], [-4.360, -2.333, -1.095]], "multiplicity": 1, "homo_energy_ev": -8.0, "gap_ha": 0.32477, "de_lowest_kj_mol": 16.7, "e_lumo_ev": 0.803, "smiles": "CC[C@H]1CC[C@H](C(=O)N[C@@H](C(=O)NCCCN2CCCC[C@@H]2C)C(C)C)CC1"}